Density functional theory data (ωB97M-V/def2-TZVPD) for 7 unconnected molecules or ions with the total composition C30H79N5O10.

Values from the calculation:
Structure (SMILES)   COC[C@H](C)N.COC[C@H](C)N.COCCNCCOC.COCCNCCOC.COCCNCCOC.CCO.CCO
Calculated total energy   -60309.442 eV
Max |F|   2.56 eV/Å
ΔE to the lowest compared entry with this formula, charge and spin   161.83 kJ/mol
E_LUMO   0.015 hartree

Structure (ORCA input):
```
! RIJCOSX wB97M-V def2-TZVPD def2/J DEFGRID3
* xyz 0 1
C 0.7777 -1.7114 -1.3925
O 1.2979 -0.8799 -0.3635
C 0.2821 -0.1350 0.3190
C -0.4624 0.8398 -0.5780
C 0.4650 1.9418 -1.0490
N -1.6169 1.3782 0.1604
H 0.5793 -1.1663 -2.3146
H -0.0419 -2.3270 -1.0130
H 1.6138 -2.3887 -1.5762
H -0.3756 -0.9234 0.7165
H 0.6444 0.3274 1.2419
H -0.8205 0.2571 -1.4303
H 0.0504 2.4325 -1.9341
H 1.4529 1.5830 -1.3505
H 0.5828 2.6528 -0.2283
H -1.3454 1.9297 0.9689
H -1.9726 2.0826 -0.4817
C 1.9506 -1.0547 4.5499
O 2.4243 0.2617 4.3736
C 1.3497 1.2144 4.3574
C 1.8988 2.5265 3.8165
C 2.9608 3.1812 4.7046
N 0.8132 3.4812 3.5983
H 1.3200 -1.0750 5.4502
H 2.8094 -1.7138 4.5812
H 1.2297 -1.3514 3.7730
H 0.6841 0.7277 3.6335
H 0.8428 1.3109 5.3222
H 2.3687 2.3548 2.8407
H 2.5492 3.5701 5.6382
H 3.5474 3.9133 4.1554
H 3.6156 2.3949 5.1006
H 1.1229 4.2611 3.0239
H -0.1137 3.1681 3.3207
C 3.4332 3.5081 -3.3088
O 3.0251 3.5487 -1.9543
C 4.1272 3.3539 -1.0822
C 3.6343 3.2248 0.3502
N 3.2679 4.4671 0.9835
C 2.2900 5.3135 0.2994
C 1.9877 6.4996 1.2024
O 1.3661 6.0444 2.3902
C 1.0552 7.1667 3.1970
H 3.7546 4.5300 -3.5678
H 2.6544 3.2531 -4.0261
H 4.3024 2.8617 -3.4556
H 4.8203 4.2061 -1.0988
H 4.6584 2.4290 -1.3168
H 4.4603 2.8087 0.9314
H 2.8342 2.4721 0.2354
H 2.9544 4.2958 1.9294
H 1.3332 4.7964 0.1162
H 2.6134 5.5375 -0.7145
H 1.3117 7.1868 0.6755
H 2.8961 7.0824 1.3830
H 0.3103 7.7775 2.6829
H 1.9435 7.7761 3.4077
H 0.7704 6.8559 4.2018
C -0.7275 -3.7504 -5.1044
O 0.2488 -4.7484 -5.0579
C 0.3470 -5.4816 -3.8585
C -0.7742 -6.5197 -3.7606
N -0.5339 -7.7022 -4.5569
C -1.3251 -8.8978 -4.2403
C -1.0341 -9.4771 -2.8430
O -1.7844 -10.6703 -2.6972
C -1.5189 -11.2914 -1.4540
H -0.5194 -2.9403 -4.3802
H -1.7612 -3.9976 -4.8278
H -0.6128 -3.3880 -6.1247
H 0.4249 -4.7609 -3.0339
H 1.2861 -6.0424 -3.8604
H -1.7767 -6.0932 -3.8598
H -0.8214 -6.7902 -2.6875
H 0.4476 -7.9379 -4.5713
H -0.9125 -9.6022 -4.9736
H -2.3659 -8.8426 -4.5511
H -1.4250 -8.6955 -2.1823
H 0.0234 -9.7125 -2.7128
H -1.7732 -10.6471 -0.6080
H -0.4943 -11.6706 -1.4216
H -2.1989 -12.1432 -1.3946
C -2.2142 4.8981 -0.6896
O -2.6593 4.3378 0.5350
C -1.8481 4.7557 1.6354
C -2.2987 4.0254 2.8882
N -1.9868 2.6075 2.9277
C -2.4254 2.0390 4.2087
C -2.3587 0.5246 4.2078
O -3.4858 0.0489 3.5252
C -3.2833 -1.2192 2.9386
H -1.2429 4.5713 -1.0656
H -2.0873 5.9829 -0.5778
H -3.0451 4.7116 -1.3635
H -1.9132 5.8480 1.6534
H -0.8022 4.4747 1.4544
H -3.3862 4.1336 3.0214
H -1.8614 4.6461 3.6779
H -2.5730 2.1203 2.2512
H -3.4306 2.3690 4.5078
H -1.7555 2.4618 4.9656
H -2.2107 0.1884 5.2355
H -1.4607 0.3152 3.6140
H -2.5679 -1.0773 2.1156
H -4.1445 -1.6580 2.4409
H -2.8185 -1.9112 3.6428
C -0.8272 0.6739 -4.6183
C 0.6798 0.7738 -4.7310
O 1.1223 0.9393 -6.0653
H -1.1821 0.2361 -5.5561
H -1.3717 1.5890 -4.3997
H -1.0643 -0.1019 -3.8851
H 1.1150 -0.1316 -4.2958
H 1.0303 1.6060 -4.1093
H 1.6954 1.7010 -6.1504
C -3.3706 -4.0706 0.3372
C -1.8955 -3.6175 0.4689
O -1.4934 -3.4066 1.8039
H -3.5237 -4.9733 0.9306
H -3.6081 -4.1545 -0.7233
H -4.0656 -3.3377 0.7502
H -1.8479 -2.6699 -0.0833
H -1.2523 -4.3108 -0.0826
H -0.9878 -4.1957 2.0246
*
```

Atomic partial charges in e from the Löwdin method, atoms 1 to 5: number 1, C, carries -0.10; number 2, O, carries -0.18; number 3, C, carries -0.18; number 4, C, carries -0.42; number 5, C, carries -0.05

Density functional theory data (ωB97M-V/def2-TZVPD) for a molecular structure, C30H80NNbO23P3S7.

Values from the calculation:
Calculated total energy   -186244.322 eV
Max |F|   5.24 eV/Å
E_LUMO   0.049 hartree

Structure (ORCA input):
```
! RIJCOSX wB97M-V def2-TZVPD def2/J DEFGRID3
* xyz -1 1
C -1.4868 -0.8453 -4.5220
C -0.6639 -1.5145 -3.2981
P 0.4656 -0.3327 -2.2781
C 0.7181 -1.3657 -0.6392
Nb -0.6082 1.9419 -1.7951
O -1.1662 2.2388 -3.8568
C 1.3944 2.8931 -2.3824
C 2.6552 1.8582 -2.4724
C 4.1057 2.6728 -2.6527
S 4.5056 3.8055 -1.2114
C -2.6229 1.1584 -1.2094
C -2.8967 -0.4252 -1.0572
C -2.5518 -1.4118 0.2109
N -3.6291 -1.0514 -2.0772
C 0.2009 2.0019 0.3887
C -0.9275 2.3453 1.5116
C -0.2166 3.4549 2.5473
O -1.2654 1.1941 2.4143
P -1.4712 4.3711 -1.4845
P -3.3916 4.6396 -2.5494
O -3.2921 4.3925 -4.1086
O -3.7760 6.3651 -2.3673
O -4.7194 3.7763 -1.8291
H -2.3128 -0.0796 -4.1414
H -0.7745 -0.2256 -5.2425
H -2.0768 -1.6408 -5.1720
H 0.0923 -2.3012 -3.7869
H -1.3084 -2.1763 -2.5456
H 1.8956 -1.3073 -0.4497
H 0.1705 -0.9116 0.2810
H 0.4844 -2.5011 -0.8360
H -0.2974 2.2625 -4.3695
H 1.6382 3.7321 -1.5698
H 1.3325 3.4734 -3.4240
H 2.5491 1.2415 -3.4884
H 2.8005 1.1843 -1.5284
H 4.1126 3.2903 -3.6739
H 5.0248 1.9226 -2.7465
H 5.6611 4.5633 -1.5734
H -3.3817 1.5491 -2.0489
H -3.0582 1.6580 -0.2141
H -1.9107 -2.3146 -0.2354
H -3.5891 -1.8208 0.6254
H -1.8734 -0.9317 1.0389
H -3.7341 -2.0855 -1.8476
H 0.9349 2.9465 0.3765
H 0.8984 1.0967 0.6363
H -1.8940 2.8782 1.1366
H 0.9529 3.4184 2.5182
H -0.6529 4.5285 2.3097
H -0.5435 3.1902 3.6628
H -0.5927 0.4620 2.1998
H -1.7797 4.6483 -0.1098
H -4.4764 6.4954 -3.0990
H -5.2087 3.2974 -2.5769
O 2.4519 -3.7868 1.4111
S 3.8969 -3.8447 1.3236
O 4.6328 -3.1428 0.2957
O 4.3644 -5.4060 1.3329
C 3.8461 -6.2752 0.3348
C 4.4711 -6.0062 -1.0220
C 4.5804 -3.3864 2.8973
H 2.7536 -6.2004 0.2896
H 4.0862 -7.2996 0.6404
H 4.2012 -5.0129 -1.3916
H 4.1337 -6.7391 -1.7596
H 5.5633 -6.0404 -0.9569
H 4.0621 -3.9328 3.6868
H 4.4317 -2.3119 3.0242
H 5.6482 -3.6136 2.8989
O 4.5572 -4.7126 5.7438
S 4.5125 -5.2322 7.0955
O 5.7133 -5.5087 7.8520
O 3.5576 -6.5527 7.1223
C 3.8775 -7.6388 6.2631
C 5.0939 -8.4023 6.7543
C 3.4773 -4.1746 8.0769
H 4.0193 -7.2868 5.2349
H 3.0135 -8.3124 6.2564
H 5.9929 -7.7806 6.7159
H 5.2744 -9.2873 6.1385
H 4.9601 -8.7119 7.7957
H 2.5480 -3.9816 7.5386
H 4.0174 -3.2397 8.2410
H 3.2820 -4.6606 9.0348
O 1.9218 -4.4812 11.3092
S 1.8471 -4.2309 12.7343
O 2.6570 -3.2221 13.3803
O 2.0311 -5.6420 13.5287
C 3.2083 -6.4035 13.2951
C 4.4223 -5.7747 13.9544
C 0.1514 -3.9354 13.1713
H 3.3690 -6.5428 12.2200
H 3.0431 -7.3966 13.7273
H 4.6586 -4.8059 13.5053
H 5.3013 -6.4154 13.8459
H 4.2357 -5.5999 15.0188
H -0.4750 -4.7078 12.7224
H -0.1261 -2.9534 12.7821
H 0.0606 -3.9399 14.2593
O -8.4718 0.1512 -4.5176
S -7.7742 0.1611 -5.7874
O -6.8705 -0.8989 -6.1754
O -7.0129 1.5918 -5.9605
C -6.0807 1.9891 -4.9638
C -4.7910 1.1939 -5.0539
C -8.9647 0.3704 -7.0883
H -6.5270 1.9084 -3.9660
H -5.8580 3.0486 -5.1321
H -4.9616 0.1373 -4.8289
H -4.0498 1.5702 -4.3440
H -4.3763 1.2454 -6.0656
H -9.6365 1.1911 -6.8317
H -9.5271 -0.5615 -7.1777
H -8.4365 0.5733 -8.0220
O -11.1738 3.4643 -6.8592
S -10.3951 4.6302 -6.4943
O -10.1314 4.9767 -5.1154
O -11.0074 5.9340 -7.2569
C -12.3758 6.2593 -7.0518
C -12.6111 6.8479 -5.6727
C -8.8408 4.5664 -7.3507
H -13.0092 5.3812 -7.2212
H -12.6488 7.0039 -7.8078
H -12.4096 6.1119 -4.8892
H -13.6472 7.1783 -5.5608
H -11.9434 7.6973 -5.4969
H -9.0197 4.3410 -8.4032
H -8.2414 3.7760 -6.8938
H -8.3340 5.5266 -7.2359
O 7.8805 5.3991 -2.5407
S 8.3471 5.1968 -3.8973
O 7.5715 4.4670 -4.8753
O 9.8535 4.5765 -3.8506
C 10.0648 3.3603 -3.1459
C 9.5049 2.1697 -3.9027
C 8.7653 6.7751 -4.5957
H 9.6423 3.4225 -2.1365
H 11.1474 3.2340 -3.0345
H 8.4154 2.2273 -3.9799
H 9.7539 1.2332 -3.3968
H 9.8996 2.1413 -4.9233
H 9.3820 7.3295 -3.8867
H 7.8336 7.3128 -4.7840
H 9.2959 6.6161 -5.5365
*
```

Atomic partial charges in e from the Löwdin method, atoms 1 to 5: number 1, C, carries -0.22; number 2, C, carries -0.52; number 3, P, carries 0.76; number 4, C, carries -0.38; number 5, Nb, carries 1.39